Entry from the OMol25 dataset: one molecule with the formula C4H4O in a non-equilibrium geometry (the ωB97M-V functional and the def2-TZVPD basis).

As for the orbital gap: 0.3827 Ha. For the energy above the lowest of the compared OMol25 structures with the same formula, charge and spin, the calculation gives 83.1 kcal per mole. The SMILES is O=CC1C=C1. The net charge is 0. The multiplicity is 1. As for the molecular weight: 68.08 g mol⁻¹. For the LUMO energy, the calculation gives 0.946 eV. Its highest occupied orbital energy is -9.47 eV. The energy comes out at -6255.7768 eV.

Geometry (Å):
1 O -2.0262 -0.7890 -0.1448
2 C -1.1925 0.0018 0.2496
3 C -0.1285 0.4914 -0.5896
4 C 0.9345 -0.6840 -0.3586
5 C 1.0221 0.2919 0.4827
6 H -0.9262 0.0877 1.3358
7 H -0.3514 1.1834 -1.4303
8 H 1.3791 -1.5243 -0.8377
9 H 1.2891 0.9412 1.2929

Cartesian forces (eV/Å) of the 2 atoms listed first:
O -0.468 0.932 0.683
C -2.100 -2.598 -0.143

List of natural (NBO) charges in e, atom by atom:
1. O -0.531
2. C 0.395
3. C -0.378
4. C -0.129
5. C -0.185
6. H 0.097
7. H 0.242
8. H 0.241
9. H 0.249

=====

Entry from the OMol25 dataset: a 3-piece molecular cluster, C4H4O overall in a non-equilibrium geometry (the ωB97M-V functional and the def2-TZVPD basis).

As for the orbital gap: 0.2580 Ha. For the energy above the lowest of the compared OMol25 structures with the same formula, charge and spin, the calculation gives 158.3 kcal per mole. The net charge is 0. The multiplicity is 1. As for the molecular weight: 68.08 g mol⁻¹. For the LUMO energy, the calculation gives -1.658 eV. Its highest occupied orbital energy is -8.68 eV. The energy comes out at -6252.5140 eV.

Geometry (Å):
1 C 1.3159 0.2130 1.7551
2 C 0.8773 -0.1773 0.6789
3 C 0.2645 0.7450 -1.6249
4 C 0.6763 0.0532 -0.6225
5 O -0.9744 0.8663 -1.4392
6 H 1.3198 0.0441 2.8356
7 H 0.8020 0.9630 -2.5212
8 H -2.2028 -1.5148 0.8817
9 H -2.0786 -1.1924 0.0564

Cartesian forces (eV/Å) of the 2 atoms listed first:
C -1.010 -0.978 2.442
C 0.776 1.878 -1.502

List of natural (NBO) charges in e, atom by atom:
1. C -0.070
2. C -0.144
3. C 0.203
4. C 0.150
5. O -0.537
6. H 0.238
7. H 0.162
8. H -0.020
9. H 0.017